1.
A structure of composition C38H33Cl2DyF15GeN4PS at a distorted geometry, computed with ωB97M-V/def2-TZVPD.

Last column: Mulliken spin population.
Geometry (Å):
C1 -2.18045 -6.05986 2.81211  -0.0001
F1 2.44288 -3.72778 4.31398  0.0001
F2 1.36972 -5.58321 2.42140  0.0000
Cl1 0.26354 -1.83083 -2.84602  -0.0030
H1 -2.27965 3.39450 -1.29222  -0.0004
H2 1.09930 6.22955 -2.04751  0.0000
C2 -0.59018 6.11408 -3.36426  0.0002
C3 5.39024 -3.75078 2.23050  0.0001
H3 -3.89667 1.17571 -2.30017  0.0000
H4 2.00248 0.12599 -1.60065  0.0085
N1 -2.96911 -1.26346 -0.27051  0.0082
Dy1 -1.06631 0.18138 -1.16184  4.9125
C4 -1.40219 5.27968 -4.11945  0.0000
C5 -1.16043 -2.36167 -3.75369  0.0005
C6 2.74889 2.03080 -4.32027  0.0005
F3 -2.14292 -2.45652 2.59061  -0.0002
F4 -0.40331 -7.58909 2.73099  0.0000
C7 0.68848 4.21148 -2.63501  0.0002
C8 1.40688 0.02135 3.67120  0.0008
F5 6.64768 -4.14450 2.26756  0.0000
H5 -0.95574 -2.33128 -4.81730  0.0000
H6 -4.72757 -0.23293 0.23062  -0.0004
C9 4.72160 0.99991 -3.40792  0.0000
F6 5.68085 -2.92706 0.04170  0.0000
H7 1.52452 3.80230 -2.07839  0.0001
H8 0.45063 2.80849 -0.21201  0.0029
H9 2.28668 2.68711 -5.04821  -0.0002
C10 -0.23472 1.88269 1.48029  0.0019
C11 -3.62162 2.32208 0.03164  -0.0043
H10 -3.78370 0.89703 2.24176  -0.0010
C12 1.43951 0.97284 4.66986  0.0001
C13 0.71593 -1.17224 3.78781  -0.0025
C14 -3.10580 0.45070 1.50571  0.0064
C15 2.58871 0.59622 -2.38739  -0.0006
C16 0.45506 5.57879 -2.62427  -0.0001
C17 3.57298 -2.72421 1.06199  0.0007
H11 -2.21043 5.69347 -4.70819  0.0000
F7 2.05209 0.27643 2.51041  -0.0001
C18 -1.65801 2.39271 1.41385  0.0010
H12 4.71888 2.31883 -5.10185  0.0000
H13 -3.99094 3.49581 -1.72124  -0.0003
H14 -2.28034 -0.01913 2.04525  -0.0014
H15 -1.78939 3.28000 -4.76377  0.0001
C19 -1.69715 -3.73826 2.63570  -0.0003
C20 -3.85197 -0.63270 0.74160  0.0010
S1 0.13246 -1.50597 0.41375  0.0368
F8 5.04217 -4.54250 4.41663  0.0000
C21 3.25586 -3.52660 3.26591  0.0006
F9 -0.61852 -2.54027 5.16949  0.0001
N2 0.34171 1.84897 0.11056  -0.0056
C22 -1.17005 3.91203 -4.13494  0.0012
H16 0.34268 2.52540 2.14740  -0.0005
F10 -0.58037 -0.71441 7.14122  0.0000
H17 4.43254 -0.24076 -1.68066  0.0000
H18 1.28803 1.47999 0.19347  0.0015
H19 -0.21410 0.86718 1.87371  0.0018
C23 1.97364 1.40144 -3.34685  -0.0053
C24 0.06683 -0.47502 6.01119  0.0001
H20 0.24537 0.11224 -5.28930  -0.0001
H21 -1.45225 -3.35035 -3.42042  0.0001
F11 -3.92496 -4.46358 2.84339  0.0000
C25 -0.33793 -3.96902 2.53106  -0.0017
F12 0.76717 1.61158 6.82072  0.0000
N3 -2.54128 1.50031 0.62218  -0.0007
C26 -2.62609 -4.74622 2.77091  0.0000
C27 -3.21501 2.83119 -1.33738  0.0086
F13 2.09041 2.11890 4.49689  0.0000
C28 4.89399 -3.13300 1.09355  0.0000
C29 0.04980 -1.40193 4.98020  -0.0001
H22 -1.32469 0.94063 -5.22971  -0.0002
H23 5.78951 0.83177 -3.44493  0.0000
H24 -4.21133 -1.36221 1.46886  -0.0003
C30 -0.25173 1.05813 -5.07592  -0.0013
H25 -0.76184 7.18202 -3.36728  0.0000
C31 2.72802 -2.91413 2.14046  -0.0016
H26 0.12595 1.81320 -5.76311  0.0001
C32 -0.82483 -6.33459 2.70543  0.0001
H27 -3.88282 3.15390 0.69063  -0.0010
H28 -3.53635 -1.91572 -0.80162  -0.0008
C33 3.96060 0.39254 -2.42112  0.0001
Ge1 0.83428 -2.40583 2.24057  0.0015
C34 4.11847 1.82797 -4.34749  0.0000
C35 -0.11921 3.36676 -3.39718  0.0015
C36 4.56768 -3.95198 3.33155  0.0001
C37 0.76061 0.71615 5.85253  -0.0001
H29 -4.51833 1.71456 -0.08533  -0.0002
N4 -3.00342 1.65675 -2.21981  0.0023
H30 -2.30081 -1.84266 0.24628  0.0062
H31 -1.65430 3.37875 0.94343  -0.0006
Cl2 -2.45999 -1.21197 -3.37504  -0.0029
H32 -2.81065 2.00481 -3.15479  0.0021
P1 0.15940 1.56128 -3.35200  0.0278
F14 -3.04783 -7.04533 2.93746  0.0000
H33 -2.05311 2.51926 2.42666  -0.0010
C38 0.07508 -5.28986 2.55648  0.0006
F15 3.13053 -2.11823 -0.05210  -0.0001

2S+1: 6
net charge: +2
energy above the lowest of the compared OMol25 structures with the same formula, charge and spin: 0.0 kcal per mole
HOMO (spin up / spin down): -13.428 / -13.428 eV
orbital gap (spin up / spin down): 8.284 / 8.047 eV
lowest unoccupied orbital energy (spin up / spin down): -5.14 / -5.38 eV

=====

2.
A cluster of 9 separate species, C44H100N4O10S5 in total at a distorted geometry, computed with ωB97M-V/def2-TZVPD.

Last column: Löwdin charge in e.
Geometry (Å):
C1 0.66183 -2.21252 7.59738  -0.0771
H1 -3.05399 1.12381 2.91649  0.0729
H2 -4.42859 6.34534 0.15790  0.1148
H3 7.06689 -2.94686 5.28710  0.1019
S1 4.86045 -2.22632 5.54161  0.6904
C2 1.39675 -1.48474 -1.59035  -0.2461
H4 1.03823 -3.57200 -10.30285  0.0609
H5 -4.48577 -3.35603 0.43196  0.0918
H6 -0.77881 0.15274 -1.77329  0.1115
H7 4.96486 6.58749 -2.06033  0.1039
H8 -0.56861 -0.54269 -0.10451  0.0997
H9 3.12379 3.81339 0.45131  0.1088
H10 -5.07530 -0.05239 2.36926  0.1154
H11 -1.05660 -4.88997 3.96125  0.1198
H12 -4.16718 4.82929 -2.09935  0.0845
H13 2.47890 -1.57195 -1.49530  0.1113
H14 2.63017 -0.05571 7.83296  0.1116
H15 4.34734 2.42461 -1.92101  0.1004
H16 -0.22310 -0.66954 8.67040  0.1127
C3 -0.58169 3.72063 -3.18667  -0.2025
H17 -1.27992 6.14230 -4.97071  0.1007
C4 -6.08897 -2.90399 1.75178  -0.0809
H18 -5.00649 -2.68009 -1.57727  0.0652
O1 5.48139 -0.97992 5.92248  -0.3255
C5 2.03730 0.14575 0.10337  -0.2587
H19 -6.27221 -2.31058 2.64839  0.0661
H20 5.34054 -4.38446 3.21176  0.0928
H21 -2.73397 3.65675 -3.33227  0.0701
C6 -4.12387 -0.56517 2.17352  -0.2548
C7 -0.45002 1.60462 -0.25765  -0.0595
C8 6.12221 -3.41616 5.01696  -0.2020
N1 0.65507 0.28682 7.03781  -0.1979
H22 1.31408 -4.81657 1.07329  0.0975
C9 -5.21926 4.61213 -1.91681  -0.2153
C10 -5.19172 4.45078 0.76357  -0.1809
H23 1.10731 4.67433 -4.12533  0.1062
C11 4.07680 -2.00112 3.91744  -0.2275
C12 0.72194 -5.02816 1.96617  -0.2137
H24 -3.23026 1.25026 1.23800  0.0344
H25 0.55122 -0.31813 1.69023  0.0394
H26 0.02441 -5.75856 1.55055  0.1031
H27 -0.51133 -4.26890 -8.42732  0.1109
C13 -3.03933 0.50455 2.01153  -0.0852
O2 3.13730 -5.33722 3.08555  -0.3507
H28 5.99257 -4.39323 5.47046  0.1084
C14 5.92945 -3.51858 3.52215  -0.2380
O3 -3.31126 4.27350 -5.72511  -0.3403
H29 1.77352 -4.19975 5.00158  0.0753
S2 -5.06049 3.26707 -0.68192  0.6947
H30 4.69104 -2.66762 1.96218  0.1099
C15 0.98701 -4.86864 4.64376  -0.2110
H31 3.06775 -0.19643 0.00321  0.1099
H32 5.76533 -1.44063 2.79567  0.1147
S3 -1.92734 3.86713 -5.49446  0.6846
H33 1.85153 -4.15980 -8.28704  0.0556
H34 0.16896 -0.49963 -5.73416  0.0471
C16 -0.72770 5.24058 -5.22922  -0.1917
H35 3.00637 2.02518 6.44826  0.0639
C17 3.26398 3.91314 -0.62646  -0.2012
H36 -0.87721 -0.98279 4.99290  0.0523
H37 -5.57785 4.18559 -2.85415  0.1115
H38 2.72629 5.28848 -2.09630  0.0969
C18 -0.22390 -4.18851 4.07305  -0.2119
H39 -5.82858 -0.78776 -0.10739  0.1122
C19 -0.79088 -0.61305 -6.24552  -0.1070
H40 -1.50162 1.73796 -0.01809  0.0422
H41 -0.12736 -2.33301 -10.70904  0.0801
O4 5.59440 4.36795 -3.28568  -0.3162
H42 -3.37791 -2.10486 -1.46160  0.0746
C20 4.52121 3.17923 -1.15588  -0.2074
H43 1.52739 -2.31870 8.24696  0.0680
C21 4.71387 5.86536 -1.28212  -0.2244
H44 5.07881 6.24800 -0.33281  0.1070
H45 0.87169 -2.49098 6.56088  0.0433
H46 2.92437 -3.52415 -7.17810  0.0724
H47 0.09950 5.78007 -3.28642  0.1028
H48 3.30838 -2.77525 3.87449  0.0701
H49 -6.74432 -2.59200 0.93692  0.0653
C22 0.88739 0.39145 5.60302  -0.2376
H50 -0.19587 5.28866 -6.17443  0.1005
H51 -0.76304 0.23129 -6.94778  0.0737
H52 0.01585 -1.44450 -3.35542  0.0563
H53 -0.06996 -2.94000 7.96460  0.0712
H54 -6.00866 6.55099 0.73108  0.1152
C23 -0.22146 0.19714 -0.83942  -0.2217
N2 -4.12917 -1.44538 1.01350  -0.1852
H55 3.05923 2.40893 8.11834  0.0689
C24 2.37744 2.05137 7.33704  -0.1053
H56 -3.96855 -3.23039 2.12096  0.1040
C25 -0.95743 -1.96788 -6.87431  -0.2672
H57 -5.96333 6.61841 -1.78037  0.1166
C26 0.05872 4.92322 -3.95570  -0.1972
H58 -0.54567 -3.94076 -10.98495  0.0705
H59 -6.39150 -3.93745 1.93112  0.0699
H60 -2.02320 2.17182 -3.93222  0.1096
H61 -0.89153 -2.75195 -6.10574  0.1157
H62 0.73265 -2.93482 2.62669  0.0890
H63 -4.37306 0.07650 -0.40088  0.0876
H64 -0.59150 -3.33977 4.64525  0.0954
H65 -1.98686 -1.97050 -7.25264  0.1113
C27 -0.04594 -0.83458 7.60470  -0.2493
H66 1.60317 -2.34080 -3.56786  0.0712
C28 5.18000 -2.35872 2.88113  -0.1912
O5 1.49996 -7.24390 3.29741  -0.3224
H67 -7.11149 5.45194 -1.14285  0.1215
H68 1.61102 2.82442 7.30289  0.0765
H69 5.05542 2.66407 -0.35892  0.0969
H70 -0.09322 -0.03500 3.73884  0.0383
N3 1.19371 -0.13319 -1.05178  -0.1912
C29 -6.05321 5.69259 -1.21195  -0.2044
H71 3.58158 -1.03424 3.89433  0.0782
N4 -0.16470 -2.16181 -8.08258  -0.1845
O6 -3.68548 2.77762 -0.77536  -0.3676
H72 -2.06942 0.02689 1.88508  0.0571
H73 1.59378 -1.45747 -7.06587  0.1011
H74 1.73221 -1.87437 -8.76300  0.1094
H75 0.15558 1.69604 0.64221  0.0635
H76 1.97284 -1.40646 1.39710  0.0635
H77 -1.61745 -0.22918 -5.64273  0.0696
C30 3.27599 5.37988 -1.15706  -0.2103
H78 0.83220 -5.57679 5.45786  0.1090
H79 6.90771 -3.69561 3.06579  0.1187
C31 1.06597 -1.52745 -3.07976  -0.0919
H80 -4.63492 -1.19040 -2.33221  0.0724
C32 1.83097 0.68918 7.82820  -0.2290
H81 -4.21833 4.28683 1.21441  0.0938
S4 5.64286 4.42852 -1.84236  0.6673
C33 0.07377 -3.80346 2.58915  -0.2061
H82 -0.87286 -3.53579 2.12376  0.1115
H83 -6.09888 4.14624 1.28048  0.1019
H84 -0.87600 4.09393 -2.20629  0.1017
C34 -4.74529 -0.93114 -0.20763  -0.2486
C35 -0.02159 -3.32506 -10.25058  -0.1006
C36 -0.66047 -3.27391 -8.87445  -0.2742
H85 1.14817 1.39637 5.29090  0.1036
H86 2.07829 1.23597 0.20186  0.0784
H87 -1.72528 -3.07426 -8.99138  0.1128
C37 1.28083 -2.18260 -7.81774  -0.2383
H88 1.49802 -0.61969 -3.51638  0.0729
C38 -1.86549 3.24527 -3.84190  -0.2389
H89 1.25956 -4.15622 -6.72562  0.0721
H90 0.79811 -2.19926 -1.00613  0.1130
H91 -3.86889 -1.07509 3.10386  0.1119
H92 1.72173 -0.27841 5.34215  0.1028
C39 1.85446 -3.52388 -7.38486  -0.0970
H93 2.18673 0.20357 2.23386  0.0757
O7 3.88409 -2.95463 6.36121  -0.3588
H94 2.67238 6.05783 -0.55476  0.1110
H95 -1.01092 0.80890 4.94763  0.0808
C40 1.62102 -0.37736 1.50863  -0.0756
H96 -0.95449 -0.91920 7.00816  0.0926
H97 0.07346 2.86356 -3.04593  0.1024
C41 -4.41635 -1.77044 -1.43290  -0.0891
H98 -0.15733 2.33153 -1.01073  0.0399
C42 -5.39986 5.84445 0.16102  -0.2298
C43 -4.60838 -2.78802 1.35645  -0.2545
H99 2.34634 3.43520 -0.97708  0.0883
H100 1.52651 0.95085 8.84194  0.1109
C44 -0.35337 -0.05228 4.79805  -0.0743
O8 6.88035 4.45905 -1.10947  -0.3273
O9 -1.33599 2.88905 -6.37987  -0.3179
O10 -6.14813 2.31832 -0.68881  -0.3184
S5 1.76564 -5.82352 3.26995  0.7243

energy above the lowest of the compared OMol25 structures with the same formula, charge and spin: 31.3 kcal per mole
HOMO: -7.987 eV
orbital gap: 7.914 eV
lowest unoccupied orbital energy: -0.07 eV
SMILES string: O=S1(=O)CCCC1.O=S1(=O)CCCC1.O=S1(=O)CCCC1.O=S1(=O)CCCC1.O=S1(=O)CCCC1.CCN(CC)CC.CCN(CC)CC.CCN(CC)CC.CCN(CC)CC

=====

3.
A structure of composition C18H26Br2O10PdS3 at a distorted geometry, computed with ωB97M-V/def2-TZVPD.

Last column: Mulliken spin population.
Geometry (Å):
H1 5.08409 -1.50577 5.07690  0.0000
C1 -1.71738 2.70932 3.24697  -0.0012
Pd1 0.97043 -0.96116 0.28313  1.5178
O1 -0.65950 -2.15972 -0.61250  0.0206
C2 4.69039 -0.70443 4.45163  -0.0002
H2 -1.81662 3.46425 4.02691  0.0000
O2 -1.22549 -4.61428 -1.41609  0.0035
H3 -1.26661 0.68680 -1.32979  0.0001
H4 -3.78199 -3.84758 -1.37567  0.0002
C3 -3.29386 -2.87340 -1.34758  0.0072
H5 -0.91793 -1.82028 -3.40494  -0.0012
Br1 2.82069 -2.88843 0.48516  0.1787
C4 -0.43863 0.70329 -5.17783  0.0008
C5 0.47158 0.22149 -4.30867  0.0163
O3 -2.58732 2.45804 -2.67038  -0.0016
O4 0.06258 1.14410 0.55664  0.0170
H6 -2.57353 4.24594 2.08528  0.0000
O5 1.05944 -0.25852 -1.95162  0.0707
H7 -3.02975 -2.70256 -4.72831  0.0001
C6 0.25801 0.31651 -2.81982  -0.0103
Br2 -0.58179 -1.36967 2.63102  0.1254
C7 -0.88308 0.87902 -2.32093  -0.0001
S1 -1.37935 -3.17295 -1.40462  0.0062
C8 -1.23976 -2.85579 -3.29428  0.0006
H8 0.39132 3.44108 3.03728  0.0001
H9 -0.46180 -3.57653 -3.54608  -0.0002
C9 4.80911 0.51009 2.24680  0.0002
S2 3.09584 0.52069 2.81984  0.0093
C10 -1.68191 1.40742 -4.74073  -0.0010
C11 -3.62101 -2.21412 -2.65942  0.0000
H10 6.57225 -0.06594 3.50353  0.0001
C12 3.23469 -0.87506 4.00112  -0.0014
O6 2.78735 1.79258 3.55478  0.0072
H11 4.61016 0.20450 1.21961  -0.0005
O7 0.08681 3.70358 0.18021  0.0045
C13 -2.77264 -3.03744 -3.72340  0.0004
C14 -2.65626 3.15919 2.09997  0.0002
C15 5.61014 -0.46030 3.17656  0.0006
H12 -4.68385 -2.22327 -2.90108  0.0005
H13 5.83634 -1.37261 2.62464  0.0005
S3 -0.36245 2.50300 0.87284  0.0032
O8 -2.58650 1.89819 -5.42679  -0.0001
H14 -2.03820 1.74491 3.64077  0.0019
H15 -3.66163 -2.51487 -0.38618  0.0001
C16 -1.73521 1.63366 -3.12300  0.0007
H16 -3.43815 -1.14276 -2.57665  -0.0001
H17 -2.57211 1.46652 0.58298  -0.0001
H18 2.38902 -0.72234 4.67165  0.0011
H19 3.14733 -1.74457 3.34966  -0.0011
H20 -3.68687 2.87104 2.30714  0.0000
H21 0.14917 1.70197 2.96282  -0.0008
C17 -0.28807 2.66252 2.69033  0.0003
H22 5.22173 1.51609 2.32302  -0.0001
C18 -2.19969 2.48198 0.71804  0.0006
O9 1.48914 -0.32297 -4.86332  0.0005
H23 -0.10285 0.70625 -6.20430  0.0003
H24 4.68848 0.22456 5.02180  -0.0001
O10 2.25070 0.19804 1.65234  0.0225
H25 -3.18624 -4.03778 -3.59549  0.0001
H26 -2.65876 2.86846 -0.19190  0.0001

2S+1: 3
net charge: -2
energy above the lowest of the compared OMol25 structures with the same formula, charge and spin: 58.4 kcal per mole
HOMO (spin up / spin down): -1.021 / -1.016 eV
orbital gap (spin up / spin down): 4.680 / 4.673 eV
lowest unoccupied orbital energy (spin up / spin down): 3.66 / 3.66 eV

=====

4.
The ion C5H13N2 with charge +1 at a distorted geometry, computed with ωB97M-V/def2-TZVPD.

Last column: Löwdin charge in e.
Geometry (Å):
H1 0.24853 -0.88886 1.60179  0.1968
H2 2.10663 -0.64963 -0.55166  0.1331
C1 1.01057 1.83658 0.70730  0.1088
H3 1.61336 0.71855 -1.59065  0.1181
H4 -1.58679 1.42125 1.45853  0.0970
H5 1.88093 2.23974 0.24001  0.0796
H6 -0.90616 -0.65898 0.31400  0.1512
H7 -1.42913 -0.53045 -2.17312  0.1051
C2 0.45182 -1.21855 -1.60566  -0.1915
H8 -1.45144 -2.08326 -1.62677  0.0848
H9 0.35147 2.59600 1.12353  0.0909
H10 -2.03616 -0.14912 2.20298  0.0993
N1 -1.06303 -1.16710 -1.44431  -0.0172
H11 -0.85720 0.86488 2.91803  0.1074
C3 -1.25285 0.54097 1.96368  0.0000
H12 0.59647 -1.07132 -2.67184  0.1103
C4 1.24391 -0.04784 -0.92180  -0.1044
N2 -0.28825 -0.17643 1.09215  0.0170
C5 0.62687 0.63715 0.29059  -0.2939
H13 0.74045 -2.21359 -1.32676  0.1075

net charge: +1
energy above the lowest of the compared OMol25 structures with the same formula, charge and spin: 59.7 kcal per mole
HOMO: -13.810 eV
orbital gap: 10.512 eV
lowest unoccupied orbital energy: -3.30 eV
SMILES string: C=C(CCN)[NH2+]C

=====

Which formula does entry 2 have?
C44H100N4O10S5

=====

Which formula does entry 4 have?
C5H13N2